20
Properties=species:S:1:pos:R:3:forces:R:3:lowdin_charge:R:1 method="wB97M-V/def2-TZVPD" max_force_ha_per_bohr=0.0711 relative_energy_kcal_mol=71.47 gap_ev=8.685 mol_weight_g_mol=138.17 smiles=Cc1cc[n+]([O-])c(C)c1N
C 0.014145 -1.882631 -0.025518 -1.30 0.12 -0.68 -0.039
C -1.333022 -1.662430 -0.171997 -0.57 -1.66 0.69 -0.029
C 0.917671 -0.851193 0.000936 1.88 0.45 0.60 -0.228
C 0.442538 0.437920 -0.132618 -2.93 -0.12 0.45 -0.194
C -1.048939 0.596678 -0.019933 3.10 1.89 -0.46 -0.111
C 2.381131 -1.226260 0.187747 -1.66 -0.31 -0.38 -0.030
C -1.533198 2.012738 0.272914 0.62 -0.99 -1.62 -0.025
N -1.904035 -0.433207 -0.134360 2.02 0.57 0.07 -0.252
N 1.135338 1.633223 -0.225253 0.39 1.17 -0.40 0.095
O -3.150457 -0.280734 -0.197520 -1.10 0.17 0.16 -0.070
H 0.399761 -2.882960 -0.076799 -0.15 -0.40 0.31 0.118
H -2.084931 -2.447383 -0.097818 0.31 0.11 -0.42 0.133
H 3.014123 -0.472763 0.544819 0.94 1.30 -0.01 0.059
H 2.568573 -2.069728 0.803164 -0.63 -0.66 1.51 0.068
H 2.669419 -1.714363 -0.693028 1.13 0.19 -1.97 0.066
H -1.630899 2.677816 -0.604899 0.49 -0.28 0.08 0.100
H -2.522653 1.896170 0.545774 -2.11 -0.07 1.09 0.045
H -0.928725 2.476017 1.035946 0.08 0.13 0.29 0.083
H 2.113315 1.781222 -0.582384 -1.81 -0.85 0.59 0.130
H 0.480844 2.411859 -0.429168 1.29 -0.76 0.10 0.079